1.
26
Properties=species:S:1:pos:R:3:nbo_charge:R:1 method="wB97M-V/def2-TZVPD" charge=+1 multiplicity=1 e_above_lowest_ev=0.5983 homo_energy_ev=-12.8207 fmax_ev_per_a=0.48 molar_mass_da=116.228
C -1.3982 0.5177 2.5370 -0.6331
C -1.9378 -0.4206 1.4621 -0.0368
C -3.2342 0.0739 0.8469 -0.6373
N -0.9000 -0.5309 0.3613 -0.6812
H -0.4759 0.1378 2.9779 0.2303
H -1.2435 1.5136 2.1199 0.2212
H -2.1383 0.5811 3.3301 0.2557
H -2.0298 -1.4281 1.8652 0.2245
H -3.0698 1.0416 0.3702 0.2224
H -3.9716 0.1889 1.6369 0.2583
H -3.6460 -0.6350 0.1280 0.2304
H -0.0500 -1.0266 0.6464 0.4550
H -1.2906 -1.0290 -0.4427 0.4410
H -0.6188 0.3860 0.0040 0.4384
C 2.1583 -1.2062 -0.4304 -0.6168
C 2.3608 0.2499 -0.8150 -0.4356
C 2.5035 0.4287 -2.3051 -0.1801
C 1.7795 1.2884 -3.0035 -0.3838
H 2.9610 -1.8490 -0.7857 0.2463
H 2.0689 -1.3860 0.6470 0.1996
H 1.2516 -1.5983 -0.9059 0.1766
H 3.2287 0.6834 -0.3141 0.2353
H 1.5143 0.8815 -0.5145 0.1621
H 3.2189 -0.2088 -2.8128 0.2110
H 1.9168 1.4152 -4.0680 0.2176
H 1.0424 1.9309 -2.5353 0.1791

=====

2.
31
Properties=species:S:1:pos:R:3:nbo_charge:R:1 method="wB97M-V/def2-TZVPD" charge=-1 multiplicity=1 e_above_lowest_ev=1.4596 homo_energy_ev=-3.3670 fmax_ev_per_a=4.56 molar_mass_da=209.206
C 1.5118 2.6341 1.2293 -0.6189
C -0.7969 -2.4057 0.8959 -0.7240
C 0.0124 1.6627 -1.1973 -0.6583
C 0.8714 1.2400 1.3113 -0.4306
C -2.6651 -0.9697 -0.1315 -0.2859
C -1.3868 -1.8115 -0.3760 0.3708
C 0.3773 0.6038 -0.1074 -0.7951
N -1.1097 -2.2365 -1.5677 -0.7389
N -2.5639 0.1287 0.8508 -0.8464
O 3.2140 0.3288 -1.2014 -1.0407
O 2.1461 -1.5221 0.1872 -1.1731
O 1.1814 -0.9058 -2.0983 -1.0326
P 1.7192 -0.3666 -0.5999 2.2868
H 0.9513 3.4174 0.5523 0.1878
H 2.5707 2.5743 0.9178 0.2061
H 1.5922 3.1552 2.1479 0.1856
H -1.2982 -3.3654 0.8389 0.2056
H 0.3205 -2.4591 0.8437 0.2958
H -1.3112 -1.8436 1.7215 0.1913
H -0.7183 1.1192 -1.8208 0.1934
H -0.4693 2.5071 -0.5687 0.1928
H 0.7988 1.9258 -1.8986 0.2035
H -0.0506 1.3585 1.9437 0.1576
H 1.5268 0.4949 1.7069 0.2187
H -3.5223 -1.6472 0.1640 0.1932
H -2.9588 -0.4629 -1.1628 0.2078
H -0.2145 -2.8216 -1.6268 0.3536
H 3.9825 -0.2196 -1.0856 0.4814
H 0.3190 -0.7545 -2.3449 0.4949
H -1.8800 0.8359 0.6745 0.3789
H -2.1497 -0.1945 1.8021 0.3389

=====

3.
33
Properties=species:S:1:pos:R:3:nbo_charge:R:1 method="wB97M-V/def2-TZVPD" charge=0 multiplicity=1 homo_energy_ev=-9.2265 fmax_ev_per_a=3.53 molar_mass_da=242.297
N -0.6567 -0.6943 -1.6411 -0.8664
C -1.4697 0.2889 -0.9026 -0.2202
C -2.5617 -0.3534 0.0657 -0.4100
C -1.7539 -1.2553 1.1187 -0.4669
C -2.7387 -1.8753 2.1574 -0.0768
O -2.4634 -1.8636 3.5584 -0.6846
S -0.9284 -1.5272 4.0420 1.6795
O -1.0829 -0.4936 5.1181 -0.8792
O -0.2526 -2.8527 4.8767 -0.4396
O -0.8520 -4.0040 4.3294 -0.4660
H 0.2235 -0.9087 -1.1753 0.3840
H -1.1858 -1.5381 -1.8490 0.3585
H -2.0013 0.9362 -1.6538 0.1824
H -0.8414 0.9759 -0.2631 0.1937
H -3.0146 0.5041 0.6336 0.2060
H -3.3579 -0.9245 -0.4736 0.2015
H -1.3240 -2.0887 0.4894 0.2146
H -0.9113 -0.6145 1.4578 0.2266
H -2.9061 -2.9557 1.8588 0.1862
H -3.7526 -1.3956 2.0109 0.1976
H -0.3751 -4.7909 4.6334 0.4806
C 4.2638 2.0689 -1.7997 -0.7206
C 2.9978 1.2725 -1.9745 0.6755
O 2.9086 0.1068 -1.6146 -0.6405
N 1.9327 1.8896 -2.5534 -0.6212
C 1.8418 3.2502 -3.0418 -0.4108
H 5.0181 1.4435 -1.3266 0.2457
H 4.6419 2.3931 -2.7710 0.2258
H 4.0794 2.9337 -1.1598 0.2257
H 1.1198 1.2931 -2.6371 0.4135
H 1.0375 3.7591 -2.5063 0.1968
H 1.5958 3.2222 -4.1053 0.1981
H 2.7696 3.7980 -2.9018 0.2105

=====

4.
34
Properties=species:S:1:pos:R:3:nbo_charge:R:1 method="wB97M-V/def2-TZVPD" charge=0 multiplicity=1 e_above_lowest_ev=0.0000 homo_energy_ev=-9.0456 smiles="CNC(=O)CNC(C)=O.NCCP(=O)(O)O" fmax_ev_per_a=2.89 molar_mass_da=255.211
O 2.7954 -0.9938 -0.1698 -0.6723
O 1.2223 2.2969 2.4697 -0.6441
O -2.5601 1.7544 -0.3201 -1.1527
O -4.4691 0.6003 0.2984 -0.9943
O -2.1554 -0.4745 0.6657 -0.9884
C 1.6269 -1.2553 0.0900 0.6790
C 1.7509 1.5693 1.6351 0.6499
N 2.9895 1.0862 1.7833 -0.6214
N 0.7157 -0.3270 0.3748 -0.6073
N -0.9981 0.2238 -2.7443 -0.8412
C 1.1608 -2.6916 0.1102 -0.7033
C 3.8744 1.3769 2.9084 -0.4128
C 0.9695 1.1187 0.3976 -0.3176
C -1.8351 -0.9253 -2.4189 -0.2086
C -3.1628 -0.3931 -1.9263 -0.8218
P -3.0571 0.3765 -0.3181 2.3548
H -4.4545 1.5711 0.2558 0.5327
H -2.1482 0.1253 1.4261 0.5209
H 3.3100 0.4358 1.0720 0.4304
H -0.2337 -0.6313 0.5438 0.4182
H -1.4735 0.8736 -3.3716 0.3623
H -0.0968 -0.0611 -3.1306 0.3701
H 0.4125 -2.8416 -0.6641 0.2177
H 2.0147 -3.3424 -0.0737 0.2435
H 0.7341 -2.9152 1.0860 0.2277
H 4.6615 0.6237 2.9664 0.2036
H 3.3047 1.3732 3.8402 0.2152
H 4.3249 2.3615 2.7749 0.1977
H 0.0220 1.6573 0.3689 0.2593
H 1.5419 1.3965 -0.4877 0.2201
H -1.9907 -1.5425 -3.3125 0.1771
H -1.3581 -1.5549 -1.6587 0.1932
H -3.5617 0.3416 -2.6262 0.2607
H -3.8768 -1.2130 -1.8447 0.2518

=====

5.
28
Properties=species:S:1:pos:R:3:nbo_charge:R:1 method="wB97M-V/def2-TZVPD" charge=+1 multiplicity=1 e_above_lowest_ev=2.9344 homo_energy_ev=-12.4177 fmax_ev_per_a=3.92 molar_mass_da=180.362
C 2.6090 1.7413 -0.5884 -0.6775
C -1.3718 1.4810 0.5573 -0.6182
C -1.7799 -0.0981 -1.4344 -0.6093
C -2.8807 -0.3482 0.7352 -0.6284
C -0.3238 -2.2405 0.1018 -0.4297
C 2.2995 0.2896 -0.1517 -0.1986
C -1.5781 0.0148 0.0860 0.1028
N -0.4415 -0.8169 0.5036 -0.6702
S 5.3483 0.0831 0.5177 -0.0678
S 3.4463 -0.7798 0.3529 0.5377
H 2.3719 1.5691 -1.6309 0.2774
H 3.5879 2.1317 -0.4236 0.2518
H 1.8432 2.4528 -0.2243 0.2761
H -1.9816 1.6417 1.4207 0.2229
H -0.3377 1.8574 0.7121 0.1986
H -1.8058 2.1651 -0.2484 0.2287
H -0.8922 0.4351 -2.0648 0.1915
H -2.7314 0.3942 -1.6439 0.2305
H -1.7146 -1.0986 -1.8348 0.2173
H -2.8343 -0.3620 1.8281 0.2065
H -3.5762 0.5048 0.5224 0.2267
H -3.1923 -1.2898 0.5651 0.2154
H -0.3534 -2.9594 0.9617 0.2212
H -1.1332 -2.5596 -0.6897 0.2132
H 0.6092 -2.3346 -0.4267 0.1769
H 1.3077 -0.1497 -0.0045 0.3201
H -0.5777 -0.7405 1.4926 0.3713
H 6.0828 -0.9841 1.0089 0.2133

=====

6.
37
Properties=species:S:1:pos:R:3:lowdin_charge:R:1 method="wB97M-V/def2-TZVPD" charge=-1 multiplicity=1 e_above_lowest_ev=0.0000 homo_energy_ev=-2.8618 fmax_ev_per_a=6.76 molar_mass_da=329.154
O 0.5223 -0.8899 -1.1727 -0.5157
V 1.1670 -0.6900 -2.6543 0.9407
O 1.9513 -1.9678 -3.1212 -0.4538
C 4.0273 2.3529 -3.6745 -1.1454
O 3.3180 1.8406 -4.5407 -0.0008
O 3.8296 2.0053 -2.5275 0.0869
O 4.7530 3.3099 -3.7652 0.0652
C -3.8079 4.1078 3.2818 -0.2878
C -2.8701 3.3638 2.3770 -0.2333
O -1.5059 3.7676 2.6036 -0.0642
O -3.6032 3.8740 4.6229 -0.0511
H -4.8283 3.7879 3.0709 0.1172
H -3.7424 5.1946 3.2294 0.1251
H -3.0959 3.5510 1.3272 0.1076
H -2.8555 2.2873 2.2062 0.1216
H -0.9417 2.9930 2.6614 0.0839
H -4.5212 3.8985 4.9026 0.0811
C 4.1344 -4.6248 3.2153 -0.2939
C 3.4033 -3.2843 3.3345 -0.1980
O 3.9949 -2.5159 4.4261 -0.0876
O 5.4987 -4.5181 3.0553 -0.0550
H 3.6517 -5.0926 2.3573 0.1150
H 4.0950 -5.3156 4.0576 0.1207
H 2.3380 -3.4540 3.4910 0.1173
H 3.5651 -2.6906 2.4348 0.1199
H 4.8978 -2.3551 4.1422 0.0670
H 5.6877 -4.5238 2.1141 0.0949
C -2.9279 0.2544 -4.5641 -0.2205
C -3.2907 -1.1425 -3.9517 -0.2294
O -2.1452 -2.0135 -3.9804 -0.0622
O -1.9457 0.9326 -3.7467 -0.0700
H -3.8409 0.8460 -4.6330 0.1084
H -2.5665 0.1279 -5.5846 0.1121
H -4.2069 -1.5826 -4.3453 0.1133
H -3.4701 -0.8928 -2.9060 0.1123
H -2.6465 -2.7940 -3.7333 0.0764
H -2.0224 1.8527 -4.0098 0.0823

=====

7.
37
Properties=species:S:1:pos:R:3:lowdin_charge:R:1 method="wB97M-V/def2-TZVPD" charge=-1 multiplicity=1 e_above_lowest_ev=0.0707 homo_energy_ev=-2.7171 fmax_ev_per_a=7.80 molar_mass_da=329.154
O 0.9959 0.0054 0.4119 -0.4656
V 1.3934 1.1936 1.4003 0.9700
O 2.9367 1.3686 1.0970 -0.4681
C -0.5092 0.6022 5.0763 -1.1677
O -1.2928 0.7739 4.0921 -0.0047
O 0.6458 0.3690 4.8108 0.0435
O -1.0300 0.7126 6.1173 0.0833
C 2.1113 5.9395 1.7487 -0.2732
C 1.9127 5.5776 0.2880 -0.2300
O 0.7587 4.7395 0.0501 -0.0497
O 1.7392 4.8916 2.6295 -0.0575
H 1.4851 6.7864 2.0294 0.1019
H 3.0874 6.3761 1.9601 0.1146
H 2.8260 4.9969 0.1585 0.1128
H 2.1070 6.4445 -0.3436 0.1180
H 0.0964 5.3439 -0.2929 0.0806
H 2.0575 5.0162 3.5266 0.0922
C 0.4073 -6.7260 0.2415 -0.2851
C 0.5071 -5.4530 1.0298 -0.1856
O 1.8601 -5.3229 1.6512 -0.0846
O -0.5491 -6.8778 -0.7808 -0.0709
H 0.2299 -7.5279 0.9582 0.1162
H 1.3002 -7.0882 -0.2680 0.1180
H -0.2418 -5.3968 1.8197 0.1209
H 0.3501 -4.6541 0.3050 0.1140
H 1.8221 -4.9576 2.5382 0.0729
H -0.5270 -6.1959 -1.4562 0.0843
C -2.9683 0.5375 -4.2158 -0.2484
C -2.9713 -0.9671 -4.0653 -0.2502
O -2.3651 -1.3989 -2.8638 -0.0652
O -1.6724 1.1252 -4.3195 -0.0654
H -3.4777 1.1354 -3.4601 0.1224
H -3.4905 0.6859 -5.1610 0.1103
H -2.2718 -1.3896 -4.7865 0.1126
H -3.9223 -1.4638 -4.2577 0.1180
H -1.7966 -0.7243 -2.4854 0.0857
H -1.5442 1.5225 -5.1839 0.0798

=====

8.
34
Properties=species:S:1:pos:R:3:nbo_charge:R:1 method="wB97M-V/def2-TZVPD" charge=-1 multiplicity=1 homo_energy_ev=-4.8734 fmax_ev_per_a=0.36 molar_mass_da=272.348
C -4.2757 1.6099 0.3372 -0.5985
C -2.8693 1.6732 -0.2684 -0.9875
Al -1.4506 0.4678 0.4640 1.2265
C -0.1276 -0.1154 -0.9152 -0.9917
C 1.2667 0.5402 -1.0056 -0.4059
C 1.8042 1.1561 0.2867 -0.5063
S 1.1924 2.8479 0.6315 -0.0541
S -2.3694 -1.6475 1.1557 1.6639
C -3.7981 -1.4514 2.2334 -0.8696
O -1.3769 -2.3062 2.0251 -1.0210
O -2.8874 -2.4442 0.0272 -1.0247
H -4.2571 1.7004 1.4290 0.1873
H -4.9452 2.3985 -0.0303 0.1751
H -4.7624 0.6572 0.1094 0.1905
H -2.9486 1.5080 -1.3513 0.1999
H -2.4724 2.6909 -0.1526 0.2082
H -0.8491 1.0496 1.8473 -0.4202
H -0.6562 0.0477 -1.8636 0.2123
H -0.0030 -1.2025 -0.8528 0.2247
H 1.2684 1.3165 -1.7767 0.1928
H 2.0093 -0.1982 -1.3261 0.1920
H 1.5151 0.5650 1.1560 0.2312
H 2.8929 1.2087 0.2583 0.2088
H 2.2541 3.4709 0.0987 0.0985
H -4.0522 -2.4667 2.5425 0.2265
H -3.5078 -0.8491 3.0940 0.2215
H -4.6190 -0.9935 1.6865 0.2194
C 5.3541 -2.2569 -1.4441 -0.4855
N 5.5161 -0.7770 -1.3669 0.5354
O 4.5535 -0.0974 -1.6387 -0.3541
O 6.6058 -0.3614 -1.0254 -0.3951
H 4.3368 -2.4675 -1.7502 0.2385
H 6.0863 -2.6218 -2.1581 0.2265
H 5.5724 -2.6519 -0.4565 0.2344

=====

9.
37
Properties=species:S:1:pos:R:3:nbo_charge:R:1 method="wB97M-V/def2-TZVPD" charge=-1 multiplicity=1 e_above_lowest_ev=0.0000 homo_energy_ev=-4.9183 fmax_ev_per_a=1.48 molar_mass_da=428.278
Ca -0.2943 -0.3965 0.1502 1.7312
S -0.2681 -1.7411 -2.4423 2.5620
O -1.2429 -1.9935 -1.3194 -1.1592
O 0.5620 -0.5721 -1.9132 -1.1844
O 0.6023 -2.9191 -2.5921 -1.0663
O -0.9423 -1.3447 -3.6670 -1.0382
I -1.1530 -0.3777 2.9748 -0.9089
C 0.9502 -3.4834 1.4703 -0.2440
O 0.8253 -2.4491 0.5064 -0.8055
H 0.8496 -4.4640 1.0015 0.1746
H 1.9267 -3.4346 1.9638 0.1531
H 0.1676 -3.3739 2.2206 0.1949
H 0.8377 -2.8470 -0.3851 0.5332
C -3.5606 -0.2458 -0.4357 -0.2439
O -2.3214 0.4315 -0.4342 -0.5924
C -2.4243 1.8189 -0.6677 -0.0607
C -1.0347 2.3900 -0.8503 -0.2556
N -0.1606 2.0394 0.2634 -0.6859
C 1.2013 2.5291 0.1420 -0.2416
C 2.0962 1.6977 1.0587 -0.0689
O 2.0452 0.3697 0.5939 -0.5697
C 3.1704 -0.3851 0.9452 -0.2451
H -4.2678 0.2538 0.2328 0.1626
H -3.3780 -1.2639 -0.1054 0.2304
H -3.9533 -0.3013 -1.4564 0.1843
H -2.9745 2.3065 0.1514 0.1655
H -2.9792 2.0064 -1.5963 0.1845
H -1.1536 3.4821 -0.9384 0.1684
H -0.6432 1.9873 -1.7871 0.2395
H -0.5870 2.3642 1.1269 0.3862
H 1.3267 3.5962 0.3763 0.1707
H 1.5464 2.3474 -0.8783 0.2209
H 1.7185 1.7085 2.0941 0.1867
H 3.1241 2.0722 1.0700 0.1716
H 4.0914 0.0773 0.5732 0.1600
H 3.0503 -1.3769 0.5143 0.2242
H 3.2471 -0.5087 2.0386 0.1660

=====

10.
43
Properties=species:S:1:pos:R:3:nbo_charge:R:1 method="wB97M-V/def2-TZVPD" charge=+1 multiplicity=1 homo_energy_ev=-12.1625 fmax_ev_per_a=4.40 molar_mass_da=594.324
C -1.1538 5.7795 3.2071 -0.6409
C -0.8242 4.9720 1.8878 -0.1696
Cl 0.8107 5.6108 1.2928 -0.0857
C -0.7455 3.3744 2.1679 -0.5278
S 0.9458 2.7219 1.6853 0.0266
P 1.5059 1.0496 2.9933 1.2885
N 2.0000 1.8401 4.4494 -1.1702
O 0.1380 0.1500 3.3374 -0.9620
P 0.7934 2.0426 -0.3748 2.1759
O 0.1003 0.7017 -0.3318 -1.0199
O 2.3772 1.9524 -0.9025 -0.9063
O -0.0861 3.1814 -1.2042 -0.9226
H -2.1799 6.2047 3.1007 0.2429
H -1.1160 5.1280 4.1138 0.2198
H -0.4442 6.6309 3.2943 0.2522
H -1.5777 5.1860 1.0939 0.2416
H -1.5487 2.9180 1.5347 0.2740
H -0.9342 3.1843 3.2495 0.2683
H 1.7939 1.3092 5.2939 0.4309
H 2.9622 2.1641 4.4077 0.4252
H -0.2720 -0.1735 2.5155 0.5359
H 2.8760 2.6249 -0.3980 0.5071
H 0.2848 4.0731 -1.0497 0.5202
C 2.9587 -2.1364 -0.1014 -0.3965
Cl 1.7726 -2.3041 -1.4003 -0.0195
Cl 2.4177 -0.9735 1.1225 -0.0550
H 3.1011 -3.1042 0.3718 0.2352
H 3.8974 -1.7897 -0.5241 0.2297
C 0.0484 -5.5230 -1.4415 -0.3986
Cl 1.4712 -6.5227 -1.1249 -0.0241
Cl -1.3796 -6.1541 -0.6142 -0.0280
H 0.2439 -4.5156 -1.0874 0.2207
H -0.1427 -5.5101 -2.5114 0.2265
C -4.6577 -6.6220 -2.6806 -0.3963
Cl -3.3741 -5.9091 -3.6649 -0.0340
Cl -5.5084 -7.8977 -3.5574 -0.0137
H -4.2164 -7.0457 -1.7826 0.2234
H -5.3678 -5.8447 -2.4132 0.2211
C 0.7342 -0.2314 -4.7927 -0.3912
Cl -0.4867 -0.3225 -6.0643 -0.0042
Cl 0.2418 0.8809 -3.5072 -0.0467
H 0.8735 -1.2208 -4.3662 0.2220
H 1.6670 0.1204 -5.2239 0.2247

=====

11.
30
Properties=species:S:1:pos:R:3:nbo_charge:R:1 method="wB97M-V/def2-TZVPD" charge=0 multiplicity=1 e_above_lowest_ev=3.8957 homo_energy_ev=-8.7910 smiles="CN[Si@H](Cl)C(C)(C)C.C=NC" fmax_ev_per_a=4.56 molar_mass_da=194.782
C -1.6318 -2.9461 -1.0565 -0.6237
C -0.4541 -2.4311 1.0445 -0.6416
C -2.8052 -1.5067 0.6418 -0.6075
C -0.4170 1.2505 1.2726 -0.4035
C 3.9564 2.5873 0.3224 -0.0451
C 2.0492 3.2075 -0.8256 -0.4692
C -1.4102 -1.8072 0.0010 -0.3898
N 0.0578 0.7257 -0.0161 -1.0771
N 2.7372 2.4057 0.0668 -0.4188
Si -0.4672 -0.4576 -1.1157 1.4836
Cl -1.8822 -0.0281 -2.5127 -0.4169
H -0.5322 -3.1479 -1.3714 0.1904
H -2.1764 -3.7783 -0.6621 0.2057
H -2.1214 -2.5369 -1.9310 0.2156
H 0.0086 -1.5619 1.6181 0.2042
H 0.4396 -2.9740 0.6844 0.2170
H -0.9872 -2.9173 1.8809 0.2136
H -3.2968 -0.8823 -0.0539 0.2192
H -3.2291 -2.5282 0.8116 0.2064
H -2.6058 -0.9903 1.5115 0.2031
H -0.1403 0.4511 2.0361 0.1800
H 0.2525 2.1091 1.3917 0.2006
H -1.4282 1.5058 1.2288 0.1917
H 4.3519 1.8068 0.8544 0.1788
H 4.5286 3.3709 -0.1474 0.1455
H 0.7525 -0.2673 -1.8615 -0.1791
H 0.9973 3.5416 -0.6295 0.2269
H 2.6783 4.0256 -1.2232 0.1714
H 1.8673 2.6410 -1.8338 0.2190
H 0.9081 1.1327 -0.1263 0.3993

=====

12.
30
Properties=species:S:1:pos:R:3:nbo_charge:R:1 method="wB97M-V/def2-TZVPD" charge=-1 multiplicity=2 e_above_lowest_ev=0.1929 homo_energy_ev="0.7797 / -2.9919" fmax_ev_per_a=2.33 molar_mass_da=210.788
C -0.1740 -0.0693 -4.6177 -0.8521
Cu -0.4081 -1.4422 -1.9402 0.5476
N -0.7974 -2.6569 -0.3189 -1.2889
H 0.2899 -2.6977 -2.5551 -0.6429
H 0.0484 -2.7446 0.2633 0.3311
H -0.7670 -0.8218 -4.0784 0.2252
H 0.1634 -0.4299 -5.5996 0.1964
H 0.7147 0.2164 -4.0254 0.2266
H -0.9640 0.7330 -4.9440 0.1857
H -1.5562 -2.3423 0.3013 0.3337
H -1.0387 -3.6090 -0.6327 0.3796
O -0.5580 0.3092 -1.2619 -0.7109
C 0.0446 0.6445 -0.2485 0.6833
C -0.3294 1.9493 0.4003 -0.4961
C -1.0272 1.7167 1.7491 -0.4236
C -0.0900 1.3141 2.8928 -0.4267
C 0.6721 -0.0045 2.7206 -0.7208
C 1.6527 0.0070 1.5430 -0.3130
N 0.9705 -0.1962 0.2839 -0.6227
H 0.5449 2.6265 0.5019 0.2126
H -1.0718 2.4508 -0.2591 0.2340
H -1.4925 2.6785 2.0569 0.1962
H -1.8465 0.9725 1.6303 0.2076
H 0.6464 2.1304 3.0559 0.1760
H -0.7051 1.2286 3.8159 0.1995
H 1.2674 -0.1347 3.6508 0.1941
H -0.0199 -0.8730 2.6409 0.1815
H 2.2629 0.9362 1.5337 0.1729
H 2.3470 -0.8508 1.6856 0.1900
H 1.2207 -1.0408 -0.2456 0.4240

=====

> Which value of multiplicity does entry 5 give?

1

=====

> Look up the charge of the fourth one.

0